Below is a cluster of 3 separate species, C2H12N2O2 in total, with properties calculated with ωB97M-V/def2-TZVPD.

Summary:
LUMO level (alpha / beta)   -3.16 / -8.48 eV
E_tot   -9334.738 eV
Spin multiplicity   2
Energy relative to the best compared isomer or geometry (same formula, charge and spin)   48.4 kJ/mol
Highest occupied orbital energy (alpha / beta)   -13.75 / -13.74 eV
Orbital gap (alpha / beta)   10.582 / 5.265 eV
Charge   +1

Last column: Mulliken spin population.
Element x y z (Å)
C: 0.668 0.791 2.266  0.023
N: 0.138 -0.274 1.434  0.805
C: -0.872 0.144 0.415  0.026
N: -0.986 -0.730 -0.714  0.027
H: 1.745 0.798 2.332  0.007
H: 0.344 1.772 1.908  0.027
H: 0.151 0.661 3.224  0.050
H: 0.924 -0.740 0.989  -0.013
H: -0.663 1.130 0.043  0.025
H: -1.808 0.233 0.957  0.022
H: -0.096 -0.770 -1.225  -0.002
H: -1.199 -1.688 -0.421  0.004
H: -2.434 -0.228 -2.678  0.000
H: -3.863 -0.779 -2.867  0.000
O: -3.078 -0.489 -3.350  0.000
H: 4.042 -0.431 -0.293  0.000
H: 3.708 0.643 -1.273  0.000
O: 3.280 -0.045 -0.747  0.000